The following is a DFT calculation (ωB97M-V/def2-TZVPD) of the molecule C13H19NO4.

Computed properties:
HOMO = -8.1 eV
Multiplicity = 1
HOMO-LUMO gap = 0.320 hartree
DFT total energy = -23469.0531 eV
Energy relative to the best compared isomer or geometry (same formula, charge and spin) = 34.7 kcal/mol
SMILES = COC(=O)c1ccc(C)c(N(CCO)CCO)c1

Each atom is followed by the atoms it is bonded to, with distances in Å.
CARTESIAN COORDINATES (ANGSTROEM)
1 C -5.094 0.973 -1.804  H2 1.087, H3 1.092, H4 1.092, O5 1.418
2 H -5.982 1.406 -1.351  C1 1.087
3 H -4.801 1.538 -2.691  C1 1.092
4 H -5.279 -0.064 -2.096  C1 1.092
5 O -4.075 1.034 -0.820  C1 1.418, C6 1.343
6 C -2.864 0.598 -1.207  O5 1.343, O7 1.208, C8 1.480
7 O -2.642 0.178 -2.318  C6 1.208
8 C -1.855 0.692 -0.130  C6 1.480, C9 1.390, C13 1.391
9 C -0.545 0.339 -0.435  C8 1.390, C10 1.394, H37 1.078
10 C 0.468 0.386 0.521  C9 1.394, C11 1.410, N20 1.402
11 C 0.147 0.861 1.810  C10 1.410, C12 1.389, C16 1.497
12 C -1.172 1.187 2.102  C11 1.389, C13 1.381, H15 1.081
13 C -2.177 1.100 1.160  C8 1.391, C12 1.381, H14 1.077
14 H -3.193 1.361 1.407  C13 1.077
15 H -1.407 1.540 3.096  C12 1.081
16 C 1.190 1.068 2.863  C11 1.497, H17 1.088, H18 1.091, H19 1.088
17 H 2.133 1.366 2.411  C16 1.088
18 H 1.346 0.155 3.440  C16 1.091
19 H 0.870 1.844 3.555  C16 1.088
20 N 1.789 0.040 0.201  C10 1.402, C21 1.451, C29 1.445
21 C 2.400 -1.076 0.898  N20 1.451, H22 1.092, H23 1.091, C24 1.541
22 H 2.555 -0.829 1.951  C21 1.092
23 H 3.378 -1.251 0.449  C21 1.091
24 C 1.576 -2.379 0.855  C21 1.541, O25 1.406, H27 1.093, H28 1.098
25 O 0.539 -2.398 1.804  C24 1.406, H26 0.965
26 H -0.091 -1.698 1.590  O25 0.965
27 H 2.222 -3.221 1.117  C24 1.093
28 H 1.178 -2.541 -0.155  C24 1.098
29 C 2.271 0.299 -1.136  N20 1.445, H30 1.101, C31 1.543, H36 1.092
30 H 3.328 0.594 -1.045  C29 1.101
31 C 2.201 -0.849 -2.165  C29 1.543, H32 1.091, O33 1.406, H35 1.100
32 H 1.171 -1.166 -2.339  C31 1.091
33 O 2.676 -0.432 -3.421  C31 1.406, H34 0.964
34 H 3.583 -0.118 -3.328  O33 0.964
35 H 2.776 -1.715 -1.806  C31 1.100
36 H 1.724 1.156 -1.535  C29 1.092
37 H -0.343 0.022 -1.446  C9 1.078

Electronic structure analysis, Mulliken charges in units of e:
1 C -0.69
2 H 0.23
3 H 0.30
4 H 0.30
5 O -0.29
6 C 0.50
7 O -0.62
8 C -0.30
9 C -0.17
10 C -0.56
11 C 2.05
12 C -0.63
13 C -0.89
14 H 0.47
15 H 0.43
16 C -2.14
17 H 0.38
18 H 0.31
19 H 0.52
20 N 0.37
21 C -0.88
22 H 0.22
23 H 0.52
24 C -0.37
25 O -0.59
26 H 0.31
27 H 0.44
28 H 0.25
29 C -1.02
30 H 0.57
31 C -0.29
32 H 0.27
33 O -0.53
34 H 0.33
35 H 0.27
36 H 0.33
37 H 0.60